19
Properties=species:S:1:pos:R:3:forces:R:3 method="wB97M-V/def2-TZVPD" homo_ev=-7.567 smiles="C=C(O)C(N)=C(C)C" homo_lumo_gap_ev=8.31 lumo_ev=0.75 de_lowest_kcal_mol=71.8
O -2.81944 -0.49272 -0.35919 0.155 0.171 0.017
N -0.24417 -2.12519 -0.42428 0.076 0.026 0.071
C -0.40822 -0.74900 -0.24482 0.321 0.173 0.362
C 0.66343 0.16664 -0.00164 -0.059 -0.542 -0.299
C -1.57504 -0.09054 0.07602 -0.004 0.421 0.003
C 0.93177 1.33096 -0.92611 -0.129 0.140 0.199
C 1.89430 -0.33596 0.71105 -0.010 -0.060 -0.119
C -1.27643 1.04609 0.85279 -0.438 -0.190 -0.100
H -1.87981 1.95091 0.76357 -0.140 -0.044 0.014
H 2.63543 -0.72310 0.00003 -0.006 0.030 0.026
H 1.33696 2.18813 -0.38318 0.009 -0.012 -0.033
H -3.48806 -0.12765 0.23092 0.099 -0.015 -0.036
H 0.36329 -2.38837 -1.18768 -0.111 0.017 0.047
H 2.37920 0.48250 1.24868 -0.035 0.003 -0.029
H 1.65610 -1.13496 1.41279 -0.006 0.005 -0.027
H -0.76919 0.95054 1.80166 0.206 -0.073 -0.154
H 1.68484 1.04118 -1.67236 -0.022 -0.037 0.054
H 0.03192 1.64431 -1.45214 0.016 -0.029 0.010
H -1.11690 -2.63375 -0.44612 0.078 0.016 -0.006

=====

19
Properties=species:S:1:pos:R:3:forces:R:3 method="wB97M-V/def2-TZVPD" homo_ev=-8.772 homo_lumo_gap_ev=9.61 lumo_ev=0.84 de_lowest_kcal_mol=50.3
O 0.99113 1.88881 0.33658 0.100 -0.099 0.897
N -0.33423 -0.89626 -1.02616 -0.233 -0.632 -0.686
C -2.18756 0.27578 0.19841 0.229 0.908 0.970
C 0.41603 0.99706 -0.55209 -1.981 0.726 -0.257
C -0.65947 0.06677 0.07345 0.711 -1.721 0.360
C 1.06533 -0.33574 -0.94548 -0.109 -0.506 -0.161
C 1.47645 -0.99109 0.41074 -0.354 0.223 -1.840
C 0.23964 -0.66583 1.19643 -1.384 0.611 0.632
H 2.35536 -0.58828 0.82286 1.123 0.933 0.528
H -0.25871 -1.55708 1.59211 -0.087 0.290 -0.085
H -2.62193 -0.27788 1.07380 0.491 0.159 -0.964
H 0.54013 -0.00010 2.01018 -0.541 0.001 0.042
H -0.90630 -0.70388 -1.86730 0.973 0.298 0.435
H -0.11562 1.56404 -1.36821 0.812 -0.714 0.159
H 1.77908 -0.47195 -1.77358 -0.504 0.167 0.177
H 1.70694 -2.02856 0.25169 -0.367 -0.609 -0.109
H -2.43764 1.35498 0.43756 0.264 -1.088 -0.613
H -2.66693 -0.06226 -0.75573 0.222 0.466 0.941
H 1.61831 2.43148 -0.11525 0.634 0.585 -0.426

=====

19
Properties=species:S:1:pos:R:3:forces:R:3 method="wB97M-V/def2-TZVPD" homo_ev="-6.635 / -6.642" homo_lumo_gap_ev="7.50 / 7.50" lumo_ev="0.86 / 0.86" de_lowest_kcal_mol=110.4
O -1.73797 -0.61937 -0.23011 0.305 0.179 0.123
N -1.60062 1.70429 -0.20993 -0.026 0.039 0.012
C 0.75531 -0.48330 -1.58591 -0.332 -0.091 0.458
C 1.28682 1.08862 0.93442 0.020 0.025 0.003
C -1.05411 0.47504 0.10915 0.122 -0.518 -0.185
C 0.16413 -1.32458 0.83882 -0.074 0.059 0.023
C 0.25242 0.13097 0.44319 -0.183 -0.156 -0.184
C -0.85600 -1.69927 -0.18922 0.177 0.502 -0.108
H 1.39173 0.39940 -1.58954 -0.008 0.013 0.044
H 2.28938 0.70787 0.72854 -0.039 0.007 -0.003
H 1.10508 -1.86238 0.75427 -0.011 0.016 -0.029
H -1.39787 -2.63800 -0.20978 -0.002 0.035 0.010
H -0.21673 -1.43127 1.87608 0.009 0.017 -0.071
H -2.51785 1.64294 -0.62788 0.043 -0.019 0.044
H 1.33691 -1.39102 -1.70140 -0.008 0.011 -0.028
H -0.03484 -0.39924 -2.32311 0.025 -0.005 -0.026
H 1.20947 1.24649 2.01515 0.002 -0.011 -0.060
H 1.18853 2.05832 0.44124 -0.005 -0.033 0.010
H -1.56379 2.39449 0.52601 -0.014 -0.068 -0.033